# 1
Here is a cluster of 2 separate species, C12H17N in total at a distorted geometry from the Open Molecules 2025 dataset. Energies are from ωB97M-V/def2-TZVPD.

Structure (XYZ):
```
30
Properties=species:S:1:pos:R:3
C -0.47988 -3.55736 0.32193
N 1.02878 -0.79173 2.13792
H -3.64325 0.85850 -0.03106
C -2.85311 1.42929 -0.65189
H 0.63879 -0.71800 3.10888
H -3.41700 1.85511 -1.52812
H -1.54081 4.32974 -1.25124
C 0.35950 -3.59299 -0.80572
H -1.64340 2.37876 0.90723
H -1.27447 -2.53408 2.11884
H -1.05492 2.76464 -1.74529
C -2.18856 2.75373 0.06916
H 3.51969 1.31957 -0.13760
C 0.62481 -1.71662 1.22881
H -2.90708 3.52104 0.25302
H -0.18201 3.29850 -0.43309
H 0.64715 -4.49797 -1.28003
H 3.80261 -0.10942 -0.84330
C 1.45612 -1.54657 0.02895
H 2.41281 0.70508 -1.37441
C 3.00163 0.49553 -0.62463
H 1.85568 1.22535 1.77867
C -0.37238 -2.65132 1.37095
H 1.85939 -2.49640 -1.78902
C 1.27142 -2.53511 -0.90848
H -1.27094 -4.24892 0.19695
C 1.54877 0.28509 1.47019
C -1.27102 3.36266 -0.90038
H -2.07007 0.67122 -0.93534
C 2.14176 -0.25733 0.24810
```

Calculated values
F_max ... 6.67 eV/A
SMILES string ... Cc1c[nH]c2ccccc12.CCC
Energy ... -14206.6095 eV
Kohn-Sham gap ... 8.353 eV
Energy above the lowest of the compared OMol25 structures with the same formula, charge and spin ... 359.7 kJ/mol
Charge ... 0
LUMO ... 0.81 eV

These are the natural (NBO) partial charges, in e, on atoms 1 to 8:
1. C -0.195
2. N -0.526
3. H 0.204
4. C -0.619
5. H 0.408
6. H 0.201
7. H 0.209
8. C -0.267

# 2
Here is a cluster of 2 separate species, C12H17N in total at a distorted geometry from the Open Molecules 2025 dataset. Energies are from ωB97M-V/def2-TZVPD.

Structure (XYZ):
```
30
Properties=species:S:1:pos:R:3
H -3.11317 0.21827 0.20656
C -2.72198 -0.56964 0.73314
C 1.85276 2.56627 -0.48111
H -3.57342 -1.21421 0.99872
C 1.04395 2.62809 -1.56276
C 0.59799 0.27305 -1.18834
C 0.20666 1.51404 -1.85367
C 0.09178 -1.07773 -1.05587
C -1.68368 -1.64793 2.74454
H -1.34718 -1.46656 3.65913
H -1.65354 -1.34883 -2.07016
H 1.21543 -0.79018 1.95218
H 2.65422 3.24953 -0.32510
H 2.67195 1.65093 1.16468
H -0.39372 1.35258 -2.73061
C -1.99749 -0.21021 2.09004
C 0.51950 -1.75330 0.08886
H -0.61017 -2.75559 -2.19124
C 1.98690 1.50834 0.46124
N 1.28758 -0.73274 0.87509
H -1.19797 -2.26624 2.02818
H 0.75763 3.47880 -2.10667
C -0.63914 -1.69073 -2.11140
H -2.59145 -2.10443 3.10797
C 1.33833 0.38696 0.12376
H -1.93440 -1.24273 0.18378
H -0.36649 -1.31272 -3.06900
H -2.69500 0.32013 2.70744
H -1.06716 0.45859 2.05961
H 0.65785 -2.66145 0.36825
```

Calculated values
F_max ... 10.25 eV/A
Energy ... -14198.9314 eV
Kohn-Sham gap (alpha / beta) ... 8.749 / 5.886 eV
⟨S²⟩ ... 0.779
Energy above the lowest of the compared OMol25 structures with the same formula, charge and spin ... 371.7 kJ/mol
Charge ... +1
LUMO (alpha / beta) ... -4.31 / -7.22 eV
Multiplicity ... 2

These are the natural (NBO) partial charges, in e, on atoms 1 to 8:
1. H 0.212
2. C -0.592
3. C -0.059
4. H 0.223
5. C -0.257
6. C -0.115
7. C -0.034
8. C 0.116

# 3
Here is an isolated molecule of C12H17N3O3S from the Open Molecules 2025 dataset. Energies are from ωB97M-V/def2-TZVPD.

Structure (XYZ):
```
36
Properties=species:S:1:pos:R:3
N -2.57104 1.60026 -1.05062
H 3.92866 -3.38760 0.99411
H 4.36012 -0.94478 3.89063
C 1.11880 0.02825 0.22422
H 5.48738 -0.37982 2.63469
C -1.85492 1.93718 0.04142
H -2.25217 -0.83248 -3.36686
O 0.08645 0.56086 -0.43908
S 3.62968 1.11712 2.90346
H 0.10280 2.15243 0.88137
N 1.77717 0.74600 1.11694
C -2.07508 1.05153 -2.29214
H 0.01944 2.58312 -0.84719
C -4.01564 1.49907 -0.95497
H -2.51074 1.62631 -3.11823
C -0.32966 1.87718 -0.08381
H -4.02408 -0.54529 -0.25936
O -2.37727 2.31052 1.07295
H -0.99169 1.10267 -2.34506
N 3.20155 -1.09341 1.53903
C -2.53371 -0.40910 -2.40147
C 1.47362 -1.29483 -0.06778
H 0.92799 -1.86120 -0.80243
H 5.46006 0.42114 4.23145
H -5.50535 -0.07326 -1.14337
C -4.41999 0.02954 -1.11026
H -4.46629 2.09490 -1.75508
H 3.20274 -3.40511 -0.62858
C 2.78741 0.14441 1.73357
H 2.25510 -3.92166 0.76450
H -2.06342 -0.98996 -1.59352
O -3.93603 -0.50827 -2.32162
C 4.86867 -0.08210 3.47422
H -4.32317 1.88678 0.01638
C 3.01749 -3.22117 0.42750
C 2.54512 -1.81923 0.63501
```

Calculated values
F_max ... 0.83 eV/A
SMILES string ... CSc1nc(C)cc(OCC(=O)N2CCOCC2)n1
Energy ... -34168.1122 eV
Kohn-Sham gap ... 9.308 eV
Energy above the lowest of the compared OMol25 structures with the same formula, charge and spin ... 4.0 kJ/mol
Charge ... 0
LUMO ... 0.70 eV

These are the natural (NBO) partial charges, in e, on atoms 1 to 8:
1. N -0.429
2. H 0.235
3. H 0.231
4. C 0.564
5. H 0.230
6. C 0.657
7. H 0.195
8. O -0.495

# 4
Here is an isolated molecule of C12H17N3O3S at a distorted geometry from the Open Molecules 2025 dataset. Energies are from ωB97M-V/def2-TZVPD.

Structure (XYZ):
```
36
Properties=species:S:1:pos:R:3
S -4.64317 -0.15492 0.03360
H -4.57983 -1.19685 2.15729
H 3.45359 1.91767 0.07666
H 5.88195 1.83479 0.45834
H -2.52714 -0.54207 -1.93284
H -6.11272 -0.32885 1.89136
O -5.16371 1.08956 -0.45551
H -1.74721 1.61464 -1.68864
C 5.29148 -1.46662 0.11620
H 1.50666 -1.16210 -0.47853
C -0.79655 -0.89940 -0.68663
N -0.29825 0.46356 -0.70296
C 6.00292 -0.29588 0.31797
N -2.96583 -0.12382 0.09653
H -2.69283 -1.92631 -0.84595
H 3.37648 -2.33993 -0.25633
C -1.30262 1.50849 -0.69387
C -5.03562 -0.28762 1.79142
H -0.59342 -1.37244 0.28495
O 1.32027 1.98588 -0.29706
H -4.63925 0.58499 2.29182
H 7.06883 -0.33047 0.48505
O -5.03251 -1.36614 -0.62244
N 1.87256 -0.23476 -0.33222
H 5.79934 -2.41992 0.12504
C -2.30348 -0.91073 -0.92382
C 3.25346 -0.20175 -0.11395
H -1.94542 1.19744 1.33973
H -3.17875 1.93604 0.28028
H -0.32500 -1.49059 -1.48218
C 3.92776 -1.42217 -0.09822
C 1.00064 0.82120 -0.42392
C 5.33524 0.91663 0.30271
C -2.38321 1.18900 0.33405
H -0.79455 2.44018 -0.43765
C 3.96991 0.97327 0.08970
```

Calculated values
F_max ... 1.01 eV/A
SMILES string ... CS(=O)(=O)N1CCN(C(=O)Nc2ccccc2)CC1
Energy ... -34168.1535 eV
Kohn-Sham gap ... 8.882 eV
Energy above the lowest of the compared OMol25 structures with the same formula, charge and spin ... 0.0 kJ/mol
Charge ... 0
LUMO ... 0.43 eV

These are the natural (NBO) partial charges, in e, on atoms 1 to 8:
1. S 2.313
2. H 0.243
3. H 0.258
4. H 0.214
5. H 0.193
6. H 0.250
7. O -0.944
8. H 0.195

# 5
Here is a structure of composition C12H17N5PtS3 at a distorted geometry from the Open Molecules 2025 dataset. Energies are from ωB97M-V/def2-TZVPD.

Structure (XYZ):
```
38
Properties=species:S:1:pos:R:3
C -0.48429 -1.79644 -0.53235
S -1.04489 1.90357 2.63512
H -1.36040 -2.37389 -0.23138
Pt -2.10711 0.83158 0.71251
N 2.16742 -0.95902 -0.08862
H 2.64360 -2.57759 -1.32301
C -0.54611 2.63188 -2.96181
C 0.13193 -1.58955 1.76210
C 1.80159 -1.90755 -1.14240
C -1.23363 4.38564 -1.50353
C 1.03384 -0.07324 0.15782
N 1.25554 -2.50121 1.54982
H -0.06294 4.70455 -3.27727
H -0.71624 -1.25997 -1.45485
H 2.67214 -1.01538 1.94208
N 0.62655 -2.70667 -0.78528
H -1.28721 5.42907 -1.22613
C -0.56113 3.98121 -2.64517
H 1.27630 0.60656 0.97580
N -0.18030 -0.82182 0.53345
C -1.83802 3.43205 -0.70630
H 1.58838 -1.35476 -2.06081
H -1.18444 0.68455 -2.33264
C 2.42270 -1.71699 1.14454
C 0.91807 -3.42156 0.46416
H 0.83285 0.51520 -0.73988
N -1.78630 2.11969 -0.98155
S -2.93292 -0.19985 2.58508
H 0.37911 -0.88857 2.55988
H -0.75121 -2.15647 2.05616
H 3.26967 -2.38567 0.98202
H -0.05977 2.26476 -3.85464
H 1.75501 -4.10154 0.29631
C -1.16897 1.74226 -2.10855
C -1.75827 0.63511 3.55902
S -1.37374 0.23628 5.10069
H 0.04134 -4.00466 0.75130
H -2.37814 3.70841 0.18830
```

Calculated values
F_max ... 1.48 eV/A
Energy ... -55921.8681 eV
Kohn-Sham gap (alpha / beta) ... 6.073 / 6.112 eV
Energy above the lowest of the compared OMol25 structures with the same formula, charge and spin ... 69.4 kJ/mol
Charge ... 0
LUMO (alpha / beta) ... -1.25 / -1.25 eV

These are the natural (NBO) partial charges, in e, on atoms 1 to 8:
1. C -0.076
2. S -0.025
3. H 0.206
4. Pt 0.542
5. N -0.468
6. H 0.200
7. C -0.244
8. C -0.090

# 6
Here is a structure of composition C12H17NO6Rb at a distorted geometry from the Open Molecules 2025 dataset. Energies are from ωB97M-V/def2-TZVPD.

Structure (XYZ):
```
37
Properties=species:S:1:pos:R:3
H -22.03281 -2.28249 -31.19597
O -25.21425 -3.66142 -29.96317
H -24.82832 2.15198 -26.22438
O -24.09945 -3.95545 -24.67340
O -22.26427 -4.89571 -26.64828
H -22.61517 5.84750 -27.91104
O -26.77109 -2.34428 -28.16144
C -24.32625 -3.81719 -25.89286
C -23.37317 -4.36134 -26.95932
C -22.64750 -0.70955 -28.47556
C -25.48315 -3.15992 -26.32991
O -22.79260 -0.96538 -29.87368
H -21.67833 -0.28044 -28.20774
C -24.54234 2.37884 -27.25067
C -23.64455 -4.29897 -28.32318
H -24.94341 4.43694 -26.90153
H -22.84507 5.71205 -29.63719
H -23.26980 3.96359 -26.58520
H -24.19197 6.23575 -28.56933
H -25.45017 2.30240 -27.87218
H -23.47117 1.92530 -28.81900
H -23.93944 -0.22653 -26.85976
O -23.79849 4.22864 -28.60395
C -24.10084 3.84676 -27.29009
C -23.33883 5.55713 -28.67969
Rb -25.40341 -1.15969 -31.25363
C -21.65922 -1.64701 -30.38904
C -25.81501 -2.99081 -27.71190
H -22.72691 -1.67723 -27.96603
H -24.69604 -0.07439 -28.46908
C -23.78451 0.10695 -27.88425
H -26.05163 -2.58880 -25.60636
H -21.15661 -2.28367 -29.66264
H -22.87867 -4.55218 -29.04114
C -24.84670 -3.68020 -28.76796
N -23.53522 1.54158 -27.88390
H -20.97171 -0.93708 -30.85900
```

Calculated values
F_max ... 3.64 eV/A
Energy ... -27149.2244 eV
Kohn-Sham gap ... 3.870 eV
Energy above the lowest of the compared OMol25 structures with the same formula, charge and spin ... 0.0 kJ/mol
Charge ... -1
LUMO ... 1.06 eV

These are the Mulliken partial charges, in e, on atoms 1 to 8:
1. H 0.275
2. O -0.910
3. H 0.412
4. O -0.750
5. O -0.782
6. H 0.315
7. O -0.799
8. C 0.438

# 7
Here is a structure of composition C12H18AlCl2N11Si at a distorted geometry from the Open Molecules 2025 dataset. Energies are from ωB97M-V/def2-TZVPD.

Structure (XYZ):
```
45
Properties=species:S:1:pos:R:3
H 2.86923 2.55171 -1.09306
C -4.35181 0.64764 0.88728
H 2.01862 4.00245 -1.83111
H -0.74390 3.25425 2.03906
H 1.71786 -3.96873 -1.79055
C 2.84157 -0.53108 1.41155
H -3.96417 -1.36900 0.20103
C -3.53297 -0.41946 0.53360
Si 0.50712 -1.71796 -1.74518
H -1.87693 -2.12798 -2.23949
H -0.85409 -2.60283 -3.56826
N -1.48634 0.89103 1.04153
C 0.63942 -0.94093 2.05929
H 2.29860 -1.97920 2.85245
C 1.34307 -0.21584 -2.71943
H 1.53126 -0.47492 -3.74731
H -4.31282 2.72463 1.55165
N 2.27348 0.47817 0.81286
H 2.32780 0.07898 -2.29415
C -2.32618 1.94511 1.44621
Cl 0.31005 2.71313 -0.35212
N -1.26308 -1.26158 0.25856
N -1.43064 -2.60401 0.62333
C -3.71095 1.84340 1.31398
H 1.73832 -3.24813 -0.17894
C -2.13436 -0.28903 0.70174
H -1.99610 4.00110 0.97209
N 1.97278 -1.31484 2.12755
N 4.16045 -0.73374 1.15026
N -0.24837 -1.81553 2.52466
C -1.81911 3.28266 1.77386
C -0.89935 -2.63443 -2.50586
C 2.23071 3.40012 -0.91355
C 1.76764 -3.00746 -1.25347
Cl 2.65826 4.43301 0.41237
H 2.77320 -2.61437 -1.47047
N 3.33984 1.02381 0.08007
Al 0.38723 0.70614 0.68169
N 4.40197 0.36581 0.31618
H 0.60330 0.60987 -2.66205
H -2.43392 3.66495 2.66026
H -5.43734 0.63993 0.77977
H -0.92018 -3.70301 -2.20928
N -0.17708 -0.78606 -0.40115
N -0.79204 -2.89781 1.76254
```

Calculated values
F_max ... 3.76 eV/A
Energy ... -68642.3127 eV
Kohn-Sham gap (alpha / beta) ... 5.375 / 5.374 eV
Energy above the lowest of the compared OMol25 structures with the same formula, charge and spin ... 632.5 kJ/mol
Charge ... 0
LUMO (alpha / beta) ... -1.64 / -1.64 eV

These are the natural (NBO) partial charges, in e, on atoms 1 to 8:
1. H 0.285
2. C -0.121
3. H 0.231
4. H 0.222
5. H 0.244
6. C 0.491
7. H 0.252
8. C -0.267

# 8
Here is an isolated molecule of C12H18BrNO from the Open Molecules 2025 dataset. Energies are from ωB97M-V/def2-TZVPD.

Structure (XYZ):
```
33
Properties=species:S:1:pos:R:3
H -3.09501 -1.72777 -1.96805
Br -7.16412 0.12776 0.25946
H -2.36309 0.96974 1.26888
H 3.41494 -0.10788 1.99787
C 2.27313 2.39286 -0.68625
O -1.25467 -0.63055 -0.64981
H 1.17951 -0.14709 -1.44368
C -3.47709 -1.08225 -1.19357
H -0.36541 1.10704 0.04994
H 1.14275 -1.51801 -0.33559
H -5.53426 -1.45371 -1.63948
H 2.10308 -1.27732 1.83628
C -2.56284 -0.40529 -0.38029
C -4.83349 -0.92836 -1.00916
C 3.00889 1.09977 -0.34718
C -0.27073 0.01778 0.13219
C -3.04005 0.43253 0.62443
H 3.30275 -2.30068 -0.14045
C 1.10249 -0.42527 -0.38863
H 1.45048 2.20767 -1.37180
H 4.25590 -2.36125 1.34290
H 3.39400 0.64728 -1.27678
H 4.62819 -1.16151 0.10386
C 2.85835 -0.71686 1.27916
H 1.87619 2.83980 0.22119
H 3.86370 1.34077 0.28877
C 3.82254 -1.69688 0.59997
H -4.76958 1.23791 1.59061
C -5.28904 -0.09044 -0.00333
H -0.36803 -0.26418 1.18836
H 2.95745 3.09613 -1.15450
C -4.40313 0.58813 0.81067
N 2.15621 0.19014 0.39404
```

Calculated values
F_max ... 0.52 eV/A
SMILES string ... CCN(CC)CCOc1ccc(Br)cc1
Energy ... -86315.6594 eV
Kohn-Sham gap ... 9.262 eV
Energy above the lowest of the compared OMol25 structures with the same formula, charge and spin ... 21.5 kJ/mol
Charge ... 0
LUMO ... 0.85 eV

These are the natural (NBO) partial charges, in e, on atoms 1 to 8:
1. H 0.227
2. Br 0.039
3. H 0.218
4. H 0.192
5. C -0.612
6. O -0.498
7. H 0.196
8. C -0.245